ORCA calculation (the ωB97M-V functional and the def2-TZVPD basis) on a structure of composition C39H73CrGeN5O6P3.

Values from the calculation:
2S+1 = 5
Total charge = -1
Frontier orbital gap (spin up / spin down) = 6.7 / 6.7 eV
ΔE to the lowest compared entry with this formula, charge and spin = 64.09 kJ/mol
Highest occupied orbital energy (spin up / spin down) = -4.21 / -4.22 eV

Element x y z (Å)
Cr: 0.04 0.19 0.41
C: -1.12 5.41 2.57
N: -0.28 4.32 2.14
C: 0.56 3.83 3.21
P: -1.07 3.10 1.16
O: 0.15 2.20 0.89
O: -1.66 1.56 3.48
P: -2.25 0.48 2.66
O: -1.92 0.24 1.21
N: -3.94 0.59 2.67
C: -4.56 0.87 3.94
C: -4.75 -0.19 1.76
N: -1.81 -0.98 3.50
C: -2.47 -2.20 3.11
C: -1.51 -0.89 4.91
N: -1.15 3.99 -0.42
C: -2.47 4.37 -0.87
C: -0.12 4.95 -0.75
H: -0.51 6.28 2.82
H: -1.70 5.15 3.47
H: -1.82 5.68 1.78
H: 1.35 4.55 3.43
H: 1.01 2.89 2.90
H: -0.02 3.64 4.12
H: -3.87 1.47 4.52
H: -4.80 -0.05 4.50
H: -5.49 1.43 3.79
H: -4.15 -0.44 0.89
H: -5.61 0.41 1.43
H: -5.13 -1.12 2.21
H: -2.75 -2.13 2.07
H: -3.38 -2.40 3.71
H: -1.79 -3.05 3.24
H: -1.05 0.07 5.10
H: -0.81 -1.69 5.19
H: -2.40 -0.98 5.55
H: -3.21 3.80 -0.31
H: -2.59 4.16 -1.94
H: -2.67 5.44 -0.72
H: 0.78 4.66 -0.22
H: -0.40 5.97 -0.46
H: 0.07 4.95 -1.84
O: -1.15 1.10 -1.25
H: -0.99 2.06 -1.09
H: -1.93 0.90 -0.72
O: 0.76 -0.52 2.35
H: -0.07 -0.63 2.85
H: 1.15 -1.40 2.20
O: 1.96 -2.56 1.07
H: 1.32 -3.06 0.55
H: 2.09 -1.72 0.57
C: -0.62 -1.76 -0.05
Ge: -1.69 -2.69 -1.34
C: -3.44 -3.32 -0.57
C: -3.47 -4.06 0.61
C: -4.66 -4.47 1.18
C: -5.87 -4.14 0.58
C: -5.86 -3.41 -0.59
C: -4.66 -3.00 -1.16
C: -2.26 -2.06 -3.14
C: -2.16 -2.92 -4.23
C: -2.71 -2.59 -5.45
C: -3.39 -1.40 -5.61
C: -3.51 -0.53 -4.54
C: -2.95 -0.86 -3.32
C: -0.73 -4.41 -1.75
C: -1.19 -5.67 -1.38
C: -0.43 -6.81 -1.60
C: 0.81 -6.71 -2.21
C: 1.27 -5.47 -2.62
C: 0.51 -4.34 -2.38
H: -0.75 -2.37 0.85
H: -2.53 -4.31 1.09
H: -4.65 -5.05 2.10
H: -6.80 -4.46 1.03
H: -6.80 -3.15 -1.07
H: -4.67 -2.44 -2.08
H: -1.63 -3.86 -4.11
H: -2.62 -3.28 -6.29
H: -3.83 -1.15 -6.57
H: -4.06 0.39 -4.65
H: -3.04 -0.17 -2.49
H: -2.17 -5.76 -0.92
H: -0.81 -7.78 -1.29
H: 1.40 -7.60 -2.38
H: 2.23 -5.39 -3.11
H: 0.87 -3.37 -2.70
C: 5.92 0.96 0.60
C: 4.61 0.20 0.79
C: 3.92 0.63 2.09
C: 4.98 -1.28 0.95
P: 3.28 0.41 -0.63
N: 1.87 -0.06 -0.22
C: 3.34 2.27 -1.14
C: 2.05 2.54 -1.93
C: 4.54 2.77 -1.93
C: 3.19 3.08 0.15
C: 3.86 -0.63 -2.15
C: 3.03 -0.15 -3.35
C: 3.42 -2.07 -1.89
C: 5.34 -0.58 -2.50
H: 6.60 0.70 1.41
H: 5.78 2.04 0.62
H: 6.40 0.70 -0.34
H: 4.28 0.03 2.92
H: 2.84 0.49 2.01
H: 4.10 1.68 2.33
H: 5.58 -1.40 1.85
H: 5.58 -1.64 0.12
H: 4.10 -1.91 1.05
H: 2.10 2.18 -2.95
H: 1.88 3.62 -1.96
H: 1.22 2.07 -1.42
H: 4.60 2.30 -2.91
H: 5.48 2.60 -1.41
H: 4.44 3.85 -2.08
H: 2.35 2.71 0.73
H: 3.00 4.12 -0.10
H: 4.09 3.06 0.77
H: 1.99 -0.04 -3.04
H: 3.07 -0.89 -4.15
H: 3.40 0.78 -3.75
H: 2.36 -2.06 -1.64
H: 3.97 -2.52 -1.07
H: 3.58 -2.67 -2.78
H: 5.71 0.44 -2.60
H: 5.51 -1.09 -3.45
H: 5.94 -1.08 -1.74

Mulliken atomic charge list, values in e, 2 entries:
1 Cr 0.6207
2 C -1.0961

=====

ORCA calculation (the ωB97M-V functional and the def2-TZVPD basis) on a structure of composition C20H36BN8Pt.

Values from the calculation:
2S+1 = 3
Total charge = +1
Frontier orbital gap (spin up / spin down) = 8.8 / 7.7 eV
ΔE to the lowest compared entry with this formula, charge and spin = 0.00 kJ/mol
Highest occupied orbital energy (spin up / spin down) = -11.02 / -11.76 eV

Element x y z (Å)
Pt: -0.03 -0.56 -0.18
C: 3.36 -3.51 1.29
C: 1.88 -3.28 1.59
C: 1.04 -3.58 0.35
C: 1.69 -1.90 2.17
C: 2.19 -1.46 3.40
C: 1.80 -0.14 3.50
N: 1.11 0.18 2.40
N: 1.03 -0.90 1.59
B: 0.46 1.53 2.04
N: -1.06 1.32 1.87
C: -2.08 2.03 2.36
C: -3.26 1.44 1.96
C: -2.87 0.33 1.20
N: -1.54 0.28 1.16
C: -3.79 -0.69 0.56
C: -4.98 -0.96 1.49
C: -3.10 -2.01 0.19
N: 1.09 2.04 0.72
C: 1.56 3.25 0.41
C: 2.06 3.21 -0.88
C: 1.85 1.90 -1.32
N: 1.26 1.21 -0.33
C: 2.27 1.32 -2.64
C: 3.65 1.86 -3.04
C: 2.28 -0.22 -2.69
H: 3.52 -4.54 0.96
H: 3.98 -3.34 2.17
H: 3.70 -2.84 0.51
H: 1.57 -3.98 2.37
H: 1.33 -2.95 -0.49
H: -0.03 -3.44 0.54
H: 1.19 -4.61 0.05
H: 2.76 -2.03 4.11
H: 1.97 0.59 4.27
H: 0.66 2.34 2.90
H: -1.89 2.89 2.99
H: -4.26 1.75 2.22
H: -4.19 -0.23 -0.35
H: -4.63 -1.39 2.43
H: -5.66 -1.67 1.01
H: -5.54 -0.06 1.71
H: -2.04 -2.04 0.47
H: -3.17 -2.23 -0.88
H: -3.57 -2.85 0.70
H: 1.55 4.04 1.14
H: 2.54 4.02 -1.41
H: 1.57 1.69 -3.40
H: 4.39 1.57 -2.29
H: 3.65 2.95 -3.12
H: 3.95 1.45 -4.00
H: 1.75 -0.68 -1.86
H: 3.30 -0.60 -2.65
H: 1.84 -0.59 -3.62
N: -1.32 2.41 -1.00
C: -2.07 1.82 -2.10
C: -1.24 0.79 -2.84
N: -1.05 -0.48 -2.08
H: -1.94 2.87 -0.34
H: -0.66 3.09 -1.33
H: -2.42 2.54 -2.84
H: -2.97 1.33 -1.69
H: -0.25 1.19 -3.06
H: -1.72 0.55 -3.79
H: -0.54 -1.12 -2.68
H: -1.96 -0.91 -1.94

natural (NBO) atomic charge list, values in e, 2 entries:
1 Pt 1.1250
2 C -0.5897

=====

ORCA calculation (the ωB97M-V functional and the def2-TZVPD basis) on an isolated molecule of C6H12N2.

Values from the calculation:
Frontier orbital gap = 8.9 eV
ΔE to the lowest compared entry with this formula, charge and spin = 237.53 kJ/mol
Highest occupied orbital energy = -7.87 eV

Element x y z (Å)
C: -2.22 -0.51 0.27
C: -0.83 -0.17 -0.12
C: -0.11 0.96 -0.21
C: -0.38 2.42 -0.09
N: 1.10 0.42 -0.72
N: 2.28 0.38 0.05
C: 0.26 -1.04 -0.65
C: 0.82 -2.13 0.21
H: -2.75 0.39 0.61
H: -2.23 -1.24 1.09
H: -2.77 -0.94 -0.57
H: 0.24 2.87 0.68
H: -0.14 2.92 -1.04
H: -1.42 2.60 0.14
H: 2.10 0.47 1.05
H: 2.89 1.11 -0.27
H: 0.21 -1.30 -1.70
H: 0.65 -1.94 1.27
H: 0.39 -3.10 -0.05
H: 1.90 -2.17 0.06

natural (NBO) atomic charge list, values in e, 2 entries:
1 C -0.6452
2 C -0.0537